9 unconnected molecules or ions with the total composition C49H112N4O9. Source: the Open Molecules 2025 dataset; level of theory: ωB97M-V with the def2-TZVPD basis set.

The value obtained for the total energy is -2830.08831 a.u. The spin multiplicity is 1. As for the SMILES: CC1(C)CCCC(C)(C)N1O.CC1(C)CCCC(C)(C)N1O.CC1(C)CCCC(C)(C)N1O.CC1(C)CCCC(C)(C)N1O.CC(C)O.CC(C)O.CC(C)O.CCO.CCO. The value obtained for the LUMO energy is 0.36 eV. The highest occupied orbital energy is -7.47 eV. The calculation puts the maximum force at 0.069 hartree/bohr. As for the HOMO-LUMO gap: 7.8 eV.

Last column: Löwdin charge in e.
Cartesian coordinates (Å):
C (1.6077, -2.4775, 6.0644)  -0.026
C (1.3533, -1.8902, 4.6669)  -0.472
C (-0.1022, -2.1179, 4.2424)  -0.048
C (1.4347, -0.3340, 4.7267)  -0.110
C (2.9058, 0.1315, 4.6110)  -0.186
C (3.5764, -0.4568, 3.3925)  -0.156
C (3.5590, -1.9698, 3.3659)  -0.473
C (4.1197, -2.4428, 1.9746)  -0.019
C (4.5085, -2.5292, 4.4799)  -0.028
N (2.1825, -2.4912, 3.5725)  -0.103
O (2.0205, -3.8522, 3.3215)  -0.010
H (2.5364, -2.1437, 6.5273)  0.065
H (0.8072, -2.2686, 6.7741)  0.081
H (1.6615, -3.5539, 5.9017)  0.086
H (-0.3524, -3.1735, 4.1362)  0.073
H (-0.6942, -1.7691, 5.0886)  0.086
H (-0.4465, -1.6275, 3.3319)  0.065
H (0.8257, 0.1183, 3.9439)  0.096
H (1.1828, 0.0474, 5.7163)  0.121
H (2.9835, 1.2150, 4.5203)  0.094
H (3.5014, -0.0691, 5.5016)  0.105
H (4.5918, -0.0620, 3.3565)  0.127
H (2.9896, -0.0963, 2.5477)  0.103
H (3.3920, -2.1031, 1.2377)  0.063
H (4.2433, -3.5258, 1.9669)  0.072
H (5.0744, -1.9697, 1.7448)  0.086
H (5.5672, -2.3585, 4.2848)  0.075
H (4.5607, -3.6147, 4.3953)  0.079
H (4.2922, -2.1702, 5.4861)  0.058
H (1.9989, -3.8565, 2.3618)  0.046
C (-2.3542, -3.9588, 2.1033)  -0.027
C (-3.2261, -4.0761, 0.8880)  -0.519
C (-3.6850, -2.6747, 0.5436)  -0.042
C (-2.3967, -4.5086, -0.3640)  -0.125
C (-2.0570, -5.9806, -0.4345)  -0.186
C (-3.3301, -6.7488, -0.2988)  -0.171
C (-4.1419, -6.4259, 0.9599)  -0.478
C (-5.4861, -7.1644, 0.7044)  -0.034
C (-3.4240, -7.0550, 2.1958)  -0.016
N (-4.3568, -4.9671, 0.9754)  -0.102
O (-5.1773, -4.6492, 2.0426)  -0.005
H (-1.6973, -3.0891, 2.0918)  0.063
H (-2.9780, -3.8759, 2.9933)  0.091
H (-1.6073, -4.7456, 2.2097)  0.082
H (-4.3083, -2.7157, -0.3497)  0.084
H (-4.3583, -2.2262, 1.2740)  0.088
H (-2.8770, -1.9919, 0.2809)  0.068
H (-2.9091, -4.1555, -1.2589)  0.125
H (-1.4295, -4.0072, -0.3299)  0.086
H (-1.6643, -6.1585, -1.4356)  0.114
H (-1.3094, -6.3829, 0.2491)  0.110
H (-3.0979, -7.8133, -0.2682)  0.119
H (-3.9675, -6.5735, -1.1655)  0.123
H (-6.0382, -6.9593, -0.2128)  0.081
H (-6.2261, -6.8332, 1.4330)  0.075
H (-5.2640, -8.2313, 0.6817)  0.083
H (-3.9962, -7.0477, 3.1235)  0.081
H (-2.4751, -6.5892, 2.4618)  0.063
H (-3.1901, -8.0949, 1.9677)  0.083
H (-4.6405, -4.8098, 2.8222)  0.075
C (-0.6303, 6.0346, -2.6848)  -0.029
C (-1.3321, 4.9897, -3.5801)  -0.463
C (-2.8597, 5.0172, -3.2957)  -0.038
C (-1.2389, 5.4642, -5.0272)  -0.150
C (0.1977, 5.2763, -5.6321)  -0.145
C (0.4387, 3.7316, -5.6269)  -0.135
C (0.4266, 3.1487, -4.1847)  -0.466
C (0.2507, 1.6171, -4.3869)  -0.025
C (1.6684, 3.5472, -3.3417)  -0.008
N (-0.7724, 3.5763, -3.4418)  -0.094
O (-0.9363, 3.0236, -2.1355)  -0.024
H (-0.9196, 7.0749, -2.8338)  0.083
H (-0.7320, 5.7807, -1.6297)  0.067
H (0.4275, 6.1527, -2.9199)  0.065
H (-3.3668, 4.2392, -3.8663)  0.078
H (-3.0847, 4.7793, -2.2560)  0.064
H (-3.3289, 5.9557, -3.5912)  0.085
H (-1.9592, 4.8956, -5.6154)  0.114
H (-1.5085, 6.5090, -5.1819)  0.116
H (0.2393, 5.4934, -6.6995)  0.102
H (0.9712, 5.8111, -5.0809)  0.093
H (1.3732, 3.4278, -6.0986)  0.114
H (-0.3045, 3.2636, -6.2723)  0.112
H (0.2709, 1.0899, -3.4331)  0.055
H (1.0554, 1.1613, -4.9638)  0.063
H (-0.7233, 1.3456, -4.7939)  0.082
H (2.5253, 2.8881, -3.4808)  0.066
H (1.4049, 3.6398, -2.2881)  0.078
H (2.1384, 4.4797, -3.6541)  0.069
H (-1.6039, 2.3754, -2.3716)  0.045
C (-1.5430, 6.8541, 2.1250)  -0.050
C (-0.7530, 6.1639, 3.2616)  -0.481
C (-0.1556, 7.3299, 4.0581)  -0.053
C (-1.7447, 5.4303, 4.1498)  -0.139
C (-2.1058, 3.9821, 3.7686)  -0.180
C (-0.8621, 3.1941, 3.5301)  -0.165
C (0.0050, 3.8269, 2.4174)  -0.458
C (1.2437, 2.8943, 2.4585)  -0.029
C (-0.7072, 3.8396, 1.0202)  -0.004
N (0.3527, 5.2012, 2.8682)  -0.129
O (1.2461, 5.8045, 2.0587)  0.004
H (-2.4626, 6.3523, 1.8241)  0.076
H (-0.8786, 7.1099, 1.2996)  0.076
H (-1.9435, 7.8300, 2.3995)  0.082
H (0.5766, 6.9802, 4.7859)  0.086
H (-0.8680, 7.9113, 4.6434)  0.085
H (0.3531, 8.0230, 3.3880)  0.080
H (-1.4683, 5.6187, 5.1872)  0.118
H (-2.7169, 5.9088, 4.0319)  0.112
H (-2.7313, 3.8616, 2.8841)  0.110
H (-2.7554, 3.6886, 4.5932)  0.113
H (-1.2434, 2.2219, 3.2181)  0.115
H (-0.2455, 3.0696, 4.4203)  0.126
H (1.9476, 2.9542, 3.2886)  0.085
H (0.8463, 1.8975, 2.2673)  0.060
H (1.9088, 3.1081, 1.6218)  0.067
H (-1.1012, 2.8341, 0.8726)  0.077
H (-1.4669, 4.6188, 0.9595)  0.066
H (0.0373, 3.9917, 0.2388)  0.066
H (0.7588, 5.7908, 1.2317)  0.073
C (1.5901, -2.0668, -5.7623)  -0.042
C (2.8820, -1.6430, -5.0448)  -0.440
C (3.6720, -0.5113, -5.7884)  -0.038
O (2.5826, -1.0765, -3.7925)  -0.079
H (1.7078, -2.2369, -6.8325)  0.074
H (0.8224, -1.2937, -5.7302)  0.069
H (1.1536, -3.0108, -5.4363)  0.071
H (3.5068, -2.5201, -4.8760)  0.132
H (3.1993, 0.4538, -5.6062)  0.071
H (3.8497, -0.5442, -6.8633)  0.075
H (4.6991, -0.5441, -5.4252)  0.068
H (3.3805, -0.5883, -3.5764)  0.045
C (1.2046, -4.5207, -1.7862)  -0.048
C (1.5998, -4.9426, -0.3935)  -0.497
C (3.0375, -5.2446, -0.2814)  -0.053
O (1.2738, -3.9027, 0.5092)  -0.064
H (0.2358, -4.0314, -1.8870)  0.066
H (1.2462, -5.4595, -2.3386)  0.086
H (1.8467, -3.7949, -2.2851)  0.072
H (1.0299, -5.8287, -0.1138)  0.133
H (3.7008, -4.3808, -0.3250)  0.084
H (3.2783, -5.9877, -1.0417)  0.090
H (3.1002, -5.6010, 0.7467)  0.088
H (1.5598, -3.0586, 0.1524)  0.051
C (-0.8044, -1.2566, -1.7806)  -0.021
C (0.4403, -0.7251, -1.0427)  -0.459
C (0.2508, -0.5716, 0.4908)  -0.010
O (1.5625, -1.5131, -1.1888)  -0.075
H (-1.6221, -0.5418, -1.6885)  0.065
H (-1.2309, -2.1360, -1.2979)  0.044
H (-0.5993, -1.4082, -2.8403)  0.082
H (0.6547, 0.2248, -1.5324)  0.102
H (-0.2933, -1.4075, 0.9305)  0.059
H (-0.3004, 0.3170, 0.7985)  0.066
H (1.1881, -0.5420, 1.0464)  0.062
H (1.8250, -1.6186, -2.1061)  0.052
C (3.5980, 1.0602, -0.8040)  -0.054
C (4.7424, 1.4839, -1.7158)  -0.320
O (4.6928, 0.5971, -2.7696)  -0.086
H (3.7225, 0.0581, -0.3938)  0.070
H (2.6844, 0.9730, -1.3920)  0.058
H (3.4888, 1.7569, 0.0272)  0.073
H (5.6927, 1.3804, -1.1919)  0.113
H (4.7027, 2.5168, -2.0617)  0.109
H (5.4661, 0.7788, -3.3087)  0.099
C (-4.4351, 1.9515, -0.9602)  -0.068
C (-4.3641, 1.0359, -2.1250)  -0.317
O (-3.1549, 1.3133, -2.7754)  -0.107
H (-5.3731, 1.8437, -0.4157)  0.083
H (-4.2956, 2.9828, -1.2842)  0.069
H (-3.6814, 1.6937, -0.2162)  0.078
H (-5.1547, 1.0591, -2.8751)  0.120
H (-4.3249, 0.0087, -1.7623)  0.103
H (-3.0591, 0.8589, -3.6156)  0.098

Force components x, y, z for each atom (eV/Å):
C 0.1 -0.6 -0.5
C -1.0 0.2 -0.9
C -0.5 -1.0 1.1
C 2.5 -0.2 0.1
C -0.1 0.3 -0.3
C -0.8 0.2 0.2
C 1.4 -1.6 0.7
C -0.8 0.4 1.1
C 0.6 -0.3 -0.9
N 0.4 3.4 -0.5
O 0.4 -0.2 1.1
H 0.0 0.0 -0.2
H -0.2 0.1 -0.2
H 0.1 -0.2 0.4
H 0.2 -0.1 0.0
H -0.4 0.2 -0.1
H 0.5 0.3 0.0
H 0.0 0.1 0.1
H -0.9 -0.4 0.0
H -0.3 0.2 0.0
H -0.2 -0.4 0.2
H 0.1 -0.3 -0.4
H 0.2 0.1 -0.4
H 0.0 -0.2 -0.3
H -0.1 0.1 -0.2
H 0.0 0.0 0.2
H 0.1 0.9 -0.2
H -0.9 -0.2 0.5
H -0.1 -0.3 -0.2
H -0.6 -0.3 -0.6
C 1.0 -0.3 0.8
C 1.4 0.5 -1.7
C -1.4 0.5 -0.6
C 1.0 0.2 1.1
C -0.4 -0.1 -0.8
C -0.1 -0.7 0.1
C 0.0 -0.4 -1.0
C -0.2 0.6 0.7
C -0.1 0.3 0.0
N -0.4 -1.1 -0.7
O -0.7 0.5 0.5
H -0.4 0.3 -0.3
H 0.2 0.0 0.3
H -0.3 -0.4 0.1
H -0.1 -0.2 -0.2
H 0.3 0.0 0.4
H 0.2 -0.1 0.4
H -0.1 -0.3 -0.1
H -0.1 0.5 0.1
H 0.2 -0.1 -0.1
H 0.1 0.6 0.4
H -0.2 -0.2 -0.1
H 0.0 0.1 -0.1
H 0.8 0.4 -0.5
H 0.1 -0.7 0.6
H -0.3 -0.1 0.5
H -0.4 0.0 -0.1
H 0.0 0.1 -0.3
H -0.2 -0.1 0.0
H 0.0 0.0 0.7
C 0.6 0.0 0.1
C -0.2 0.3 0.4
C 0.3 -0.9 0.4
C 1.7 -0.3 -1.2
C -1.0 -2.1 -0.2
C 0.2 1.0 1.1
C -0.4 -0.6 0.3
C 0.5 -0.2 1.1
C 0.6 -0.2 -0.7
N -1.8 1.9 -1.6
O 0.8 0.7 -1.0
H -1.0 -0.1 0.0
H 0.0 0.0 0.0
H 0.3 -0.7 0.1
H 0.2 -0.1 -0.2
H 0.1 0.3 0.2
H 0.3 0.2 0.2
H 0.1 -0.2 -0.2
H -0.2 0.1 0.7
H -0.1 0.8 0.1
H -0.1 0.1 -0.1
H 0.4 0.2 0.2
H -0.4 0.0 0.3
H 0.2 0.1 0.2
H 0.0 0.2 -0.2
H 0.0 0.4 -0.4
H -0.2 -0.7 0.2
H 0.1 -0.3 -0.1
H -0.6 0.5 -0.1
H -0.6 -0.5 0.6
C 0.0 0.2 -0.5
C -0.3 0.1 -0.1
C 1.0 -0.1 0.2
C -1.2 0.2 -0.6
C 0.3 1.1 1.1
C -0.7 -0.2 -0.2
C 0.0 0.1 1.0
C 0.3 0.7 -1.9
C 1.1 -0.5 1.0
N -1.9 -0.7 2.9
O 0.9 0.5 -1.4
H 0.4 -0.6 -0.4
H -0.2 -0.3 -0.4
H 0.3 0.1 0.6
H 0.1 -0.2 -0.1
H -0.5 -0.2 -0.3
H 0.1 0.0 0.0
H 0.1 -0.8 0.2
H 0.0 0.7 0.2
H -0.1 0.7 -0.2
H 0.2 -0.8 0.1
H 0.7 -0.4 -0.2
H 0.0 0.1 0.1
H -0.8 0.0 0.6
H 0.3 -0.2 0.3
H 0.0 0.1 -0.4
H -0.3 0.1 -0.3
H -0.1 -0.3 0.0
H -0.1 0.1 -0.2
H 0.5 0.5 -1.1
C -0.1 0.0 -0.4
C -0.3 0.6 -1.7
C 0.3 -0.7 -0.3
O -0.6 -0.4 0.4
H 0.6 0.1 -0.1
H 0.0 0.1 0.4
H 0.1 0.1 0.6
H 0.2 -0.1 -0.3
H 0.1 0.0 0.3
H -0.6 -0.7 -0.2
H 0.0 0.4 0.5
H 0.2 0.5 0.8
C -0.2 -0.5 -1.0
C -0.8 2.0 -0.7
C 0.6 -0.6 0.6
O -0.6 -0.3 1.4
H -0.3 -0.5 0.4
H -0.3 0.2 -0.7
H 0.6 -0.2 0.3
H -0.2 0.1 0.2
H -0.2 0.1 -0.4
H 0.5 -0.2 0.3
H 0.7 -0.6 -0.1
H 0.1 0.4 -0.5
C -0.1 0.2 0.9
C -1.2 0.8 0.4
C -0.4 0.1 -0.2
O 1.1 -1.5 0.6
H 0.1 0.4 -0.2
H 0.4 -0.4 -0.2
H 0.0 -0.2 0.0
H 0.0 0.5 0.4
H -0.1 -0.3 -0.3
H -0.1 0.2 -0.4
H 0.3 0.1 -0.4
H 0.0 0.2 -0.6
C 0.0 0.4 0.0
C -0.4 0.1 1.9
O 0.5 -0.9 -1.9
H 0.4 0.0 0.0
H -0.1 0.5 0.1
H -0.2 0.0 0.0
H 0.2 0.0 0.2
H -0.4 0.2 0.0
H 0.0 -0.2 -0.4
C -0.6 0.5 0.7
C 0.1 -1.3 -0.3
O 1.4 0.5 -0.6
H -0.2 0.1 -0.2
H -0.1 0.0 0.2
H 0.3 0.1 -0.2
H -0.5 0.5 0.3
H -0.2 -0.3 0.1
H -0.2 -0.1 0.0